(1)
The following is a DFT calculation (the ωB97M-V functional and the def2-TZVPD basis) of C3H3ClNO5PdS as an isolated structure at a distorted geometry.

Orbital gap (alpha / beta): 8.1 / 6.1 eV
Strongest force on any atom: 0.0380 hartree/bohr
E_HOMO (alpha / beta): -8.028 / -10.340 eV
Total charge: 0
LUMO energy (alpha / beta): 0.1 / -4.2 eV
2S+1: 6
E_tot: -41708.716 eV

Each line ends with the Mulliken charge.
Atoms and positions in Å:
Pd1 0.13 -0.38 -0.11  0.325
Cl1 1.16 0.57 -2.14  2.118
S1 -2.03 -0.45 2.18  -0.110
O1 1.19 1.43 -0.98  -0.587
O2 1.68 1.20 -3.26  -0.578
O3 1.89 -0.61 -1.79  -0.582
O4 -0.21 0.18 -2.34  -0.572
O5 0.80 -1.85 1.11  -0.471
N1 -2.19 2.89 0.27  -0.436
C1 1.93 -1.85 1.87  -0.461
C2 -1.61 0.52 0.85  -0.067
C3 -1.94 1.78 0.56  0.577
H1 2.74 -1.24 1.41  0.280
H2 2.29 -2.88 1.99  0.267
H3 1.72 -1.44 2.87  0.296

=====

(2)
The following is a DFT calculation (the ωB97M-V functional and the def2-TZVPD basis) of a 8-piece molecular cluster, C28H56NO16S5 overall at a distorted geometry.

Orbital gap: 10.1 eV
Strongest force on any atom: 0.2480 hartree/bohr
E_HOMO: -11.778 eV
Total charge: +1
LUMO energy: -1.7 eV
2S+1: 1
E_tot: -118353.071 eV

Each line ends with the Mulliken charge.
Atoms and positions in Å:
S1 -1.29 1.78 -3.93  1.131
S2 2.78 -1.13 1.85  1.249
S3 -2.02 -1.87 3.26  1.254
S4 3.46 2.76 -0.84  1.177
S5 -0.13 3.53 2.99  0.784
O1 1.73 -1.31 -5.34  -0.273
O2 1.60 -0.48 2.41  -0.413
O3 0.83 -2.69 -3.83  -0.250
O4 3.00 1.70 0.01  -0.378
O5 -3.66 0.70 0.70  -0.551
O6 0.46 2.77 1.95  -0.327
O7 -0.80 1.65 -2.61  -0.440
O8 -4.57 -1.25 0.40  -0.334
O9 -1.25 -1.41 2.19  -0.372
O10 -3.00 -0.58 -0.99  0.111
O11 -0.38 2.39 -4.89  -0.851
O12 -0.82 4.74 2.53  -0.771
O13 -3.27 -1.22 3.60  -0.812
O14 4.76 2.93 -1.42  -0.807
O15 1.72 -0.74 -3.16  -0.512
O16 2.82 -1.16 0.40  -0.802
N1 0.10 0.59 -0.09  1.121
C1 2.28 2.83 -2.11  -0.658
C2 1.27 2.70 5.01  -0.735
C3 1.55 -1.56 -4.07  0.514
C4 -2.74 2.66 -3.99  -0.909
C5 -0.77 -3.81 -5.14  -1.546
C6 -1.91 0.33 -4.65  0.693
C7 -3.38 2.20 -5.28  -1.085
C8 3.12 4.28 -0.01  -0.622
C9 -1.07 -1.98 4.72  -0.391
C10 -2.13 -2.67 -1.83  -0.127
C11 -0.06 1.76 4.88  0.072
C12 -1.91 -4.18 4.51  -1.129
C13 4.87 -1.15 3.37  -0.559
C14 1.04 3.94 4.29  -0.582
C15 3.01 -2.67 2.65  -0.528
C16 -4.43 -2.39 -0.40  -0.372
C17 -3.43 -1.78 -1.49  0.122
C18 1.20 -2.35 -6.07  -0.767
C19 3.85 -2.27 3.93  -0.549
C20 -3.74 -0.30 0.07  0.336
C21 0.64 -3.39 -5.01  0.598
C22 2.02 5.09 -0.96  -0.799
C23 -1.14 2.51 4.11  -0.858
C24 1.38 4.02 -1.80  0.154
C25 -2.98 0.77 -5.63  -0.905
C26 -2.34 -3.64 3.14  -0.894
C27 4.06 -0.22 2.49  -0.358
C28 -0.62 -3.49 4.80  -0.923
H1 -5.40 -2.73 -0.75  0.327
H2 1.95 4.40 3.83  0.424
H3 -4.38 2.41 -5.34  0.534
H4 -0.99 -4.50 -4.42  0.506
H5 4.62 0.19 1.76  0.562
H6 -1.51 3.13 4.92  0.336
H7 5.77 -1.64 2.72  0.210
H8 -1.43 -2.36 -1.05  -0.033
H9 2.07 -3.51 2.86  0.106
H10 -3.84 -1.65 -2.57  0.311
H11 -2.60 -0.22 -3.78  -0.763
H12 0.31 4.72 4.87  0.290
H13 -1.67 -1.68 5.48  0.547
H14 -0.16 -1.43 4.54  -0.169
H15 -1.65 -2.10 -2.88  -0.306
H16 0.24 0.99 4.23  -0.589
H17 3.10 3.22 -2.80  0.461
H18 -1.97 2.02 3.59  0.439
H19 -0.89 -4.31 -6.13  0.395
H20 3.05 4.31 1.07  0.231
H21 -3.30 2.15 -3.21  0.172
H22 1.38 3.05 5.95  0.464
H23 -3.30 -3.87 2.85  0.621
H24 1.08 4.39 -2.82  0.419
H25 1.84 1.88 -2.50  -0.020
H26 0.47 -2.03 -6.62  0.426
H27 -2.60 3.64 -3.80  0.802
H28 -1.69 -3.20 -5.01  0.250
H29 5.25 -0.68 4.37  0.321
H30 3.67 0.63 3.12  -0.145
H31 2.09 2.33 4.52  0.097
H32 3.76 -3.24 2.00  0.378
H33 -0.97 -0.06 -5.10  0.081
H34 1.34 -4.23 -5.02  0.304
H35 -3.70 0.12 -5.96  0.671
H36 -0.43 -3.52 5.66  0.903
H37 0.25 -3.78 4.15  -0.042
H38 -0.26 1.55 5.85  0.860
H39 0.63 0.99 0.65  -0.137
H40 -1.64 -5.10 4.48  0.507
H41 1.81 -2.75 -6.93  0.334
H42 1.31 5.63 -0.35  0.338
H43 4.01 5.01 -0.13  0.374
H44 -1.59 -3.96 2.38  0.311
H45 4.36 -2.81 4.78  0.392
H46 -0.66 1.11 -0.10  0.320
H47 -2.58 0.97 -6.60  0.331
H48 -2.68 -4.20 5.19  0.501
H49 2.78 5.68 -1.50  0.349
H50 -3.91 -3.22 0.04  0.230
H51 -3.02 2.96 -6.05  0.332
H52 0.77 0.68 -0.86  -0.132
H53 0.41 3.50 -1.30  -0.111
H54 -0.12 -0.28 0.22  -0.030
H55 -2.33 -3.84 -1.89  0.368
H56 3.21 -1.71 4.67  0.214

=====

(3)
The following is a DFT calculation (the ωB97M-V functional and the def2-TZVPD basis) of C33H52BN8ORe as an isolated structure.

Orbital gap (alpha / beta): 7.0 / 6.2 eV
Strongest force on any atom: 0.0119 hartree/bohr
E_HOMO (alpha / beta): -17.123 / -17.122 eV
Total charge: +3
LUMO energy (alpha / beta): -10.2 / -10.9 eV
2S+1: 4
E_tot: -51815.913 eV

Each line ends with the Mulliken charge.
Atoms and positions in Å:
Re1 0.04 0.78 -0.67  0.356
O1 1.28 7.58 -1.01  -0.542
N1 0.09 0.47 1.30  0.174
N2 -0.02 2.93 -1.39  0.557
N3 1.38 -0.67 -0.88  0.056
N4 -0.54 7.99 -2.33  -0.332
N5 -1.18 -1.87 -0.17  0.298
N6 -1.31 -0.65 -0.85  0.189
N7 -0.01 -0.83 1.79  0.911
N8 1.34 -1.80 -0.08  0.871
C1 -1.68 -2.56 3.81  -1.322
C2 1.28 4.91 -1.78  -0.818
C3 -2.97 0.37 -2.49  0.089
C4 0.82 -2.96 4.14  -1.742
C5 0.27 2.79 2.32  -0.236
C6 1.50 3.18 1.50  -1.002
C7 2.05 -4.91 0.68  -1.466
C8 2.48 -0.79 -1.71  -0.112
C9 -1.09 5.07 -1.60  -0.842
C10 -0.31 -1.93 4.07  -0.067
C11 3.67 -3.21 1.69  -1.295
C12 -0.06 -0.78 3.12  0.255
C13 0.16 1.32 2.40  0.017
C14 0.35 7.20 -1.68  0.066
C15 -2.61 -4.03 -0.06  0.353
C16 -1.90 0.98 -3.38  -1.818
C17 -1.57 -4.97 0.53  -1.572
C18 -2.19 -2.66 -0.54  0.190
C19 2.44 -2.53 -0.33  0.507
C20 -3.65 1.39 -1.56  -1.483
C21 -2.44 -0.74 -1.66  0.091
C22 -2.98 -1.97 -1.48  -1.142
C23 2.98 -3.73 0.41  0.237
C24 3.15 -1.91 -1.36  -1.101
C25 -1.13 3.70 -1.43  -0.098
C26 -3.83 -3.87 0.87  -1.321
C27 1.59 0.62 -3.54  -2.311
C28 0.06 0.55 3.52  -0.932
C29 3.67 1.33 -2.16  -1.266
C30 0.14 5.70 -1.74  0.503
C31 -1.07 3.36 1.85  -1.385
C32 1.17 3.56 -1.62  -0.182
C33 2.84 0.19 -2.78  0.111
B1 0.05 -2.01 0.78  1.536
H1 -4.65 -3.34 0.37  0.434
H2 2.25 5.37 -1.91  0.573
H3 4.47 -2.51 1.46  0.405
H4 -0.35 -1.45 5.05  0.646
H5 -1.11 1.47 -2.79  0.765
H6 0.87 1.15 -2.88  0.899
H7 1.07 -0.24 -3.96  0.460
H8 3.16 1.78 -1.30  0.514
H9 1.81 1.32 -4.34  0.493
H10 2.95 -2.72 2.35  0.144
H11 0.07 0.91 4.54  0.617
H12 0.07 -3.05 1.33  -0.873
H13 1.50 -5.20 -0.22  0.351
H14 -1.86 -3.33 4.56  0.493
H15 -2.02 -5.96 0.59  0.522
H16 1.79 -2.50 4.32  0.400
H17 1.35 -4.73 1.49  0.092
H18 -2.98 1.69 -0.75  0.377
H19 -2.30 1.76 -4.02  0.521
H20 0.62 -3.65 4.96  0.524
H21 -1.85 3.16 2.58  0.455
H22 0.43 3.15 3.33  0.626
H23 -1.27 -4.70 1.54  0.233
H24 -3.86 -2.35 -1.96  0.687
H25 -4.19 -4.85 1.15  0.458
H26 4.11 -4.06 2.22  0.420
H27 2.05 2.95 -1.65  -0.348
H28 -1.25 7.63 -2.93  0.190
H29 -0.69 -5.05 -0.10  0.224
H30 4.62 0.96 -1.78  0.488
H31 1.48 4.24 1.21  0.374
H32 -3.74 -0.06 -3.13  0.645
H33 -2.08 3.21 -1.32  0.109
H34 -0.40 8.99 -2.29  0.270
H35 -2.02 5.62 -1.57  0.479
H36 -2.98 -4.50 -0.97  0.636
H37 -1.42 0.22 -4.01  0.344
H38 -1.01 4.44 1.70  0.415
H39 2.67 -5.76 0.96  0.539
H40 -4.53 0.96 -1.08  0.484
H41 3.88 2.11 -2.90  0.422
H42 -3.97 2.27 -2.11  0.409
H43 -1.39 2.91 0.91  0.253
H44 3.77 -4.09 -0.25  0.450
H45 3.48 -0.33 -3.48  0.618
H46 -1.71 -3.03 2.83  -0.101
H47 2.42 3.01 2.06  0.460
H48 -3.58 -3.32 1.78  0.206
H49 1.60 2.59 0.58  -0.102
H50 -2.48 -1.83 3.88  0.404
H51 4.07 -2.28 -1.80  0.600
H52 0.88 -3.56 3.23  0.317

=====

(4)
The following is a DFT calculation (the ωB97M-V functional and the def2-TZVPD basis) of an isolated molecule of C4H9NOS at a distorted geometry.

Orbital gap: 9.8 eV
Strongest force on any atom: 0.0879 hartree/bohr
E_HOMO: -8.912 eV
Total charge: 0
LUMO energy: 0.9 eV
2S+1: 1
SMILES string: O=CNCCCS
E_tot: -18665.331 eV

Each line ends with the Mulliken charge.
Atoms and positions in Å:
S1 -0.82 2.97 -1.21  -0.214
O1 -0.95 -3.04 1.75  -0.512
N1 -0.33 -0.93 1.16  -0.193
C1 -0.50 1.25 -0.74  -0.504
C2 0.77 -0.78 0.18  -0.626
C3 -1.01 -2.17 0.93  0.061
C4 0.82 0.69 -0.43  -0.553
H1 -1.27 1.08 0.13  0.315
H2 1.77 -0.90 0.52  0.255
H3 0.64 -1.32 -0.78  0.382
H4 0.42 3.32 -0.79  0.111
H5 1.43 0.58 -1.31  0.274
H6 -0.88 0.69 -1.63  0.235
H7 1.39 1.55 0.20  0.371
H8 0.02 -0.84 2.04  0.195
H9 -1.51 -2.14 -0.02  0.403

=====

(5)
The following is a DFT calculation (the ωB97M-V functional and the def2-TZVPD basis) of a 2-piece molecular cluster, C4H12ClNP overall at a distorted geometry.

Orbital gap (alpha / beta): 9.2 / 8.7 eV
Strongest force on any atom: 0.0223 hartree/bohr
E_HOMO (alpha / beta): -13.237 / -14.406 eV
Total charge: +1
LUMO energy (alpha / beta): -4.0 / -5.8 eV
2S+1: 1
E_tot: -27634.259 eV

Each line ends with the Mulliken charge.
Atoms and positions in Å:
Cl1 0.21 2.77 1.56  -0.067
P1 1.52 1.40 1.05  0.246
N1 0.38 0.03 0.35  0.003
C1 -0.47 -0.39 1.48  -1.049
C2 1.29 -1.05 -0.03  -0.997
C3 -1.57 -0.45 -1.19  -1.218
C4 -0.42 0.48 -0.81  -0.262
H1 2.01 -0.69 -0.76  0.426
H2 0.75 -1.89 -0.45  0.389
H3 -1.25 -1.48 -1.29  0.328
H4 0.16 -0.53 2.37  0.385
H5 2.65 2.65 -1.23  0.051
H6 1.84 -1.40 0.85  0.405
H7 -0.84 1.46 -0.58  0.309
H8 -1.96 -0.14 -2.16  0.379
H9 0.26 0.59 -1.65  0.427
H10 -1.22 0.37 1.69  0.457
H11 -2.39 -0.40 -0.48  0.356
H12 -0.97 -1.33 1.26  0.432